Record 1
111
Properties=species:S:1:pos:R:3:forces:R:3 method="wB97M-V/def2-TZVPD" orbital_gap_ev=8.54 smiles="C#CC[C@@]1(CCCCCCCC)OC(=O)O[C@]1(CCCBr)OCCNC[C@@H](C)O.CCN(CC)CC.CCN(CC)CC"
C 1.12454 0.64733 -1.36680 0.448 0.504 0.091
C 0.29942 -0.01414 -1.91952 -0.541 -0.386 -0.192
C -0.72858 -0.84484 -2.55986 0.151 0.214 -0.176
C -1.12046 -2.03953 -1.69850 0.048 -0.188 0.264
C -1.58333 -1.65733 -0.27849 -0.223 -0.018 0.041
C -3.10413 -1.50047 -0.06672 0.003 0.150 0.091
C -3.98692 -0.65256 -1.00502 -0.043 -0.010 0.110
C -4.19830 0.80423 -0.57827 -0.198 0.061 -0.307
C -3.05466 1.78387 -0.86837 -0.143 0.125 0.221
C -3.14076 2.36759 -2.27954 0.073 0.207 -0.034
C -1.94381 3.25818 -2.67348 -0.160 0.051 -0.030
C -1.40687 2.97974 -4.07423 0.080 0.001 0.047
O -2.18121 -2.79685 -2.33595 0.131 0.164 0.027
C -2.07428 -4.07816 -1.91934 0.133 -0.209 -0.014
O -2.91401 -4.90617 -2.04068 -0.114 -0.019 -0.005
O -0.85158 -4.30040 -1.36623 -0.257 0.064 -0.107
C -0.03496 -3.14468 -1.63292 0.418 0.458 -0.123
C 0.78126 -3.40842 -2.90126 -0.042 -0.034 -0.082
C 0.03207 -3.69679 -4.20510 0.122 -0.225 -0.030
C 1.01986 -4.09838 -5.30590 -0.002 0.031 0.069
Br 1.12187 -6.03159 -5.54041 0.017 0.002 0.036
O 0.81384 -2.84534 -0.58667 -0.326 -0.349 0.151
C 1.61072 -3.90422 -0.06855 0.189 -0.129 -0.005
C 3.10390 -3.59115 -0.18374 -0.081 0.382 -0.219
N 3.38064 -2.15815 -0.08950 0.301 -0.304 0.282
C 4.75786 -1.79092 -0.46164 -0.338 0.079 0.153
C 4.78898 -0.60677 -1.43829 0.224 0.228 -0.222
C 5.56998 0.61847 -0.92674 0.021 -0.159 -0.025
O 5.36694 -1.08550 -2.67015 -0.104 -0.085 0.068
H 1.86324 1.28014 -0.92753 -0.114 -0.154 0.020
H -0.33272 -1.17563 -3.52194 -0.146 -0.009 0.045
H -1.60494 -0.22937 -2.77859 -0.042 -0.040 0.116
H -1.03754 -0.77930 0.06845 0.015 0.001 -0.182
H -1.27423 -2.47009 0.38225 0.005 0.139 0.039
H -3.53868 -2.50163 -0.00251 0.046 0.037 -0.109
H -3.21630 -1.07207 0.93701 -0.002 -0.146 -0.008
H -3.66341 -0.70273 -2.04742 0.089 -0.020 0.035
H -4.97412 -1.12679 -0.99683 0.068 0.025 -0.064
H -5.07045 1.17669 -1.13380 0.009 -0.013 0.130
H -4.49640 0.83382 0.47586 0.172 -0.048 -0.014
H -3.13433 2.62255 -0.16547 0.106 -0.062 -0.032
H -2.07395 1.33487 -0.67936 -0.005 -0.089 -0.104
H -3.28850 1.57769 -3.02672 0.111 -0.060 0.092
H -4.04899 2.97979 -2.31552 -0.032 -0.171 -0.090
H -2.25489 4.30782 -2.63539 0.082 -0.069 0.098
H -1.14534 3.14978 -1.93536 0.048 -0.081 -0.046
H -0.54336 3.61192 -4.29761 -0.097 -0.007 -0.031
H -1.07910 1.94216 -4.17846 -0.041 -0.015 0.032
H -2.17574 3.16810 -4.82881 0.066 -0.028 0.023
H 1.47565 -2.56774 -3.00905 -0.062 -0.045 -0.054
H 1.38725 -4.30022 -2.69969 0.017 0.121 0.092
H -0.66923 -4.52063 -4.05025 -0.036 0.123 -0.056
H -0.55113 -2.84784 -4.56281 0.007 0.006 0.090
H 0.74942 -3.69160 -6.27673 0.003 -0.085 0.047
H 2.03866 -3.80335 -5.06076 -0.067 0.101 -0.077
H 1.32301 -4.06433 0.97473 -0.046 0.134 -0.045
H 1.41070 -4.83424 -0.60600 -0.050 -0.026 0.158
H 3.62477 -4.16663 0.59422 0.065 -0.193 -0.186
H 3.45323 -3.91703 -1.16771 0.074 -0.023 0.108
H 3.22615 -1.87422 0.87108 -0.180 0.131 -0.100
H 5.24169 -2.63647 -0.95489 0.035 0.069 0.006
H 5.33998 -1.55080 0.43386 0.043 -0.053 -0.049
H 3.75694 -0.30794 -1.63725 -0.006 -0.175 0.079
H 6.17517 0.38302 -0.04874 0.017 0.012 -0.058
H 6.24408 0.96508 -1.71152 -0.073 0.064 0.048
H 4.89925 1.43647 -0.65588 0.037 -0.015 0.019
H 4.90059 -0.67815 -3.40399 0.058 0.069 -0.007
C -10.44462 3.29971 2.28925 -0.034 -0.009 0.005
C -10.05431 1.82967 2.30749 0.013 0.015 0.021
N -9.20358 1.45486 1.19161 0.012 -0.008 0.035
C -9.06979 0.01914 1.01696 -0.039 -0.076 -0.071
C -8.37544 -0.78514 2.12232 0.014 -0.027 -0.029
C -7.98347 2.22993 1.04553 0.065 0.101 -0.040
C -7.01120 2.27181 2.23118 0.097 0.006 -0.064
H -10.88233 3.56882 1.32703 0.018 0.001 -0.008
H -11.18118 3.49567 3.06945 0.000 0.002 -0.002
H -9.59234 3.95440 2.47455 0.008 -0.004 -0.002
H -10.96099 1.22293 2.23350 0.010 -0.019 0.005
H -9.60715 1.59486 3.28707 0.000 -0.003 -0.005
H -8.55045 -0.15362 0.07007 0.014 0.020 0.005
H -10.07928 -0.38143 0.88163 -0.010 0.024 0.031
H -7.29799 -0.62315 2.13391 -0.007 0.029 0.021
H -8.54149 -1.85133 1.95676 0.002 0.000 -0.003
H -8.76956 -0.54156 3.10984 -0.004 0.007 -0.001
H -8.26192 3.25726 0.79787 -0.050 -0.008 0.024
H -7.46199 1.85269 0.16168 0.006 -0.038 0.023
H -7.52000 2.47488 3.17465 -0.036 -0.003 -0.015
H -6.28458 3.07263 2.07743 0.008 -0.008 -0.010
H -6.45249 1.34293 2.33899 -0.040 -0.012 0.056
C 8.86253 1.86745 1.12196 0.001 0.036 -0.039
C 8.94112 2.48664 2.50825 0.010 -0.047 0.000
N 7.77644 2.18631 3.32428 0.047 -0.002 -0.001
C 7.68325 2.99822 4.52480 -0.059 0.081 0.041
C 8.77211 2.84063 5.59251 -0.028 0.010 0.030
C 7.46700 0.77495 3.48041 -0.057 -0.087 -0.025
C 8.54947 -0.13983 4.06713 -0.040 -0.023 0.018
H 7.92680 2.14309 0.63328 -0.006 -0.014 0.003
H 9.68920 2.22273 0.50565 0.002 0.005 0.010
H 8.92608 0.77901 1.15389 0.000 -0.004 -0.002
H 8.98876 3.57451 2.40936 0.000 0.004 0.019
H 9.88835 2.17975 2.98010 -0.008 0.002 0.008
H 6.70647 2.81008 4.97917 0.004 -0.025 -0.005
H 7.66648 4.04385 4.20196 0.029 -0.010 -0.027
H 8.67727 1.90490 6.14216 0.021 -0.014 -0.030
H 8.69240 3.65290 6.31750 -0.003 -0.002 0.001
H 9.77264 2.88453 5.16059 -0.001 0.001 -0.008
H 7.18630 0.38260 2.49907 0.023 0.029 -0.018
H 6.56151 0.70597 4.08901 0.019 0.021 0.028
H 9.52027 0.03365 3.60051 -0.002 -0.002 -0.015
H 8.28356 -1.18349 3.88805 -0.004 0.000 0.006
H 8.66369 -0.01246 5.14253 0.038 0.037 -0.014

Record 2
118
Properties=species:S:1:pos:R:3:forces:R:3 method="wB97M-V/def2-TZVPD" orbital_gap_ev=8.50
C 5.78562 -3.12773 3.68005 0.325 -0.628 -0.007
C 6.10972 -4.12060 2.41461 -0.177 -0.298 0.570
C 6.10031 -3.39299 0.94483 0.374 0.057 0.063
C 5.79120 -1.76456 1.00111 1.262 -0.369 0.040
C 6.05489 -1.09866 -0.47368 -0.364 -0.031 -0.238
C 5.55593 0.45529 -0.63501 -0.066 0.408 -0.366
C 5.87937 1.40826 0.68584 -0.574 -0.089 -1.069
C 4.45200 1.62517 1.53049 1.501 -0.462 -0.009
C 4.75672 2.01677 3.10434 -0.354 1.330 -0.332
C 3.47980 1.82502 4.11421 0.646 -0.375 0.976
C 3.03349 0.26202 4.37442 -0.067 0.269 -0.992
C 1.45799 0.28361 4.82624 -0.419 0.060 0.382
C 0.85080 -1.15865 5.31216 -0.183 -0.498 0.547
C 1.45400 -2.46944 4.53656 0.220 0.006 0.090
C 1.16814 -2.52225 2.92416 0.434 -0.643 -0.122
C -0.29651 -1.95569 2.45471 -0.255 0.679 0.129
C -0.43038 -1.75485 0.80073 0.148 -0.940 0.600
C -1.68536 -2.58228 0.11038 -1.584 0.037 1.568
O -2.55579 -1.76173 -0.74430 2.258 -1.829 -0.946
C -2.20424 -1.93909 -2.19254 -0.577 0.044 -0.838
C -2.44410 -0.47385 -2.88974 -1.510 -0.172 0.935
O -1.88546 -0.32116 -4.23920 1.000 1.015 1.945
C -0.58565 0.36495 -4.24313 1.737 -0.230 -1.394
C -0.62913 1.95152 -3.83230 -0.778 -0.633 1.872
O 0.64176 2.68130 -4.06012 -0.967 -0.823 1.673
C 1.27443 3.08344 -2.79473 0.851 0.978 0.686
C 0.54695 4.34670 -2.03018 -0.354 -0.080 0.868
O 0.73532 -2.50921 0.23116 0.206 2.179 -2.118
S 1.39317 -1.72442 -1.13161 5.219 -2.054 -0.517
O 2.87782 -1.55161 -0.73154 -5.373 0.699 -0.523
O 1.47198 -2.47635 -2.48310 -2.535 2.883 4.622
O 0.34463 -0.34358 -1.03020 0.468 -2.013 -0.205
C -0.16467 -0.19075 0.37276 2.055 -0.093 0.418
Br -1.65398 1.16030 0.67102 -0.340 -2.448 -1.077
C 1.11265 0.62254 1.05741 1.048 0.836 0.181
N 0.67459 2.08800 1.25600 3.484 -0.271 0.360
H 5.72124 -3.82045 4.64076 0.069 1.649 -1.899
H 6.66883 -2.37058 3.81054 -1.781 -1.365 -0.119
H 4.77814 -2.53628 3.53900 2.006 -1.223 0.310
H 7.16733 -4.62454 2.61868 -2.271 1.074 -0.456
H 5.30765 -4.99494 2.44340 1.690 1.823 -0.143
H 5.32223 -3.98468 0.26820 1.726 1.552 1.226
H 7.19945 -3.51207 0.49649 -2.509 0.226 0.715
H 6.60994 -1.30031 1.73423 -1.875 -0.983 -1.437
H 4.73947 -1.54728 1.46623 1.876 -0.366 -1.197
H 5.51565 -1.75504 -1.28617 0.978 1.308 1.561
H 7.21678 -1.13140 -0.73677 -2.430 0.005 0.785
H 4.39074 0.57408 -0.83264 2.395 -0.677 0.371
H 6.07683 0.86823 -1.62579 -1.020 -0.741 2.247
H 6.69451 0.87344 1.33309 -1.530 1.276 -1.099
H 6.27139 2.44208 0.24628 -0.720 -2.144 1.341
H 3.85815 2.46982 0.94500 0.997 -1.821 1.477
H 3.89899 0.59309 1.46843 0.902 2.076 0.105
H 5.00215 3.18504 3.09961 -0.415 -2.474 0.110
H 5.73099 1.49325 3.53717 -2.203 0.804 -1.042
H 2.52233 2.42041 3.76377 2.067 -1.090 0.571
H 3.82244 2.25517 5.17073 -0.911 -0.702 -2.241
H 3.72303 -0.30812 5.15596 -1.527 1.434 -1.478
H 3.21468 -0.30149 3.33838 -0.629 0.987 2.214
H 1.37035 1.06848 5.71976 0.148 -1.747 -1.845
H 0.72489 0.70792 3.98633 1.884 -0.815 1.532
H -0.33596 -1.19056 5.20393 2.552 0.269 0.218
H 1.06686 -1.29803 6.47185 -0.372 0.258 -2.441
H 1.02319 -3.44370 5.03871 0.778 1.984 -0.921
H 2.63679 -2.50015 4.67624 -2.568 0.019 -0.258
H 1.20931 -3.66556 2.58487 0.038 2.532 0.691
H 2.08947 -1.98988 2.40060 -2.215 -0.976 0.809
H -0.52645 -0.87819 2.90248 0.544 -2.311 -0.845
H -1.13666 -2.67636 2.88576 1.754 1.486 -1.170
H -1.30825 -3.58520 -0.39897 -0.501 2.389 0.860
H -2.36302 -2.94219 1.02415 1.323 0.883 -1.967
H -1.13824 -2.39364 -2.35428 -1.876 1.090 0.376
H -2.97869 -2.70925 -2.66256 1.623 1.484 0.993
H -2.11469 0.33627 -2.11328 -0.249 -1.482 -1.612
H -3.62540 -0.35228 -3.00432 2.939 -0.255 0.244
H -0.19852 0.32829 -5.37274 -1.001 0.018 2.408
H 0.21778 -0.27137 -3.63537 -1.735 1.590 -1.013
H -0.82108 2.00103 -2.66313 0.107 -0.054 -2.323
H -1.55697 2.43426 -4.35793 1.984 -0.691 0.728
H 1.35713 2.20572 -2.00451 -0.199 1.425 -1.833
H 2.37867 3.45598 -3.05424 -2.494 -1.102 0.295
H 0.03668 3.99662 -1.00887 1.017 0.675 -2.250
H 1.36205 5.13554 -1.72270 -1.639 -1.460 -0.740
H -0.30011 4.86735 -2.65373 1.835 -1.062 1.019
H 1.51406 0.12784 2.03919 -1.097 0.950 -1.817
H 2.04700 0.69033 0.32105 -2.332 -0.843 1.413
H 1.00147 2.41148 2.19976 -0.465 -0.468 -1.145
H 1.25306 2.66355 0.57404 -1.007 -0.900 1.147
C -6.47491 4.46702 -0.67407 -0.125 0.096 -0.212
C -5.93022 3.08667 -1.03813 -0.298 -0.241 -0.092
C -4.41077 3.13891 -0.88770 -0.019 -0.492 -0.459
S -4.07389 4.37879 0.35361 0.092 -0.012 0.124
O -3.37418 5.48025 -0.27355 0.011 -0.322 0.388
O -3.58336 3.73111 1.55376 0.213 0.323 -0.315
C -5.76913 4.86220 0.61452 -0.528 0.240 0.114
H -7.56164 4.45492 -0.54964 0.159 0.028 -0.016
H -6.23248 5.18174 -1.46958 -0.046 -0.041 0.133
H -6.34347 2.33860 -0.35071 0.058 0.097 -0.122
H -6.21664 2.79335 -2.05294 0.079 -0.025 0.196
H -4.00565 2.17797 -0.56058 0.071 0.240 -0.045
H -3.92698 3.45012 -1.81763 0.030 0.033 0.210
H -5.82475 5.93174 0.82424 0.194 -0.132 0.058
H -6.15292 4.29076 1.46494 0.136 0.069 -0.082
C -7.08074 -3.39981 -3.99406 -0.210 -0.188 0.031
C -7.23344 -2.71191 -5.34981 0.050 -0.257 -0.292
C -7.39258 -1.21496 -5.08922 -0.328 0.026 -0.643
S -6.53908 -0.88124 -3.55565 0.105 0.034 0.114
O -7.51322 -0.47143 -2.56609 0.440 0.154 -0.239
O -5.34384 -0.10997 -3.83316 -0.849 0.176 0.179
C -6.06906 -2.56722 -3.22073 0.143 -0.517 0.177
H -6.75038 -4.43725 -4.09995 -0.051 0.156 0.046
H -8.04407 -3.40234 -3.47018 0.148 -0.020 -0.018
H -6.33352 -2.88798 -5.95152 -0.127 0.030 0.097
H -8.08579 -3.10780 -5.91077 0.148 0.092 0.069
H -6.94827 -0.61785 -5.88958 -0.069 0.059 0.278
H -8.44309 -0.94083 -4.95903 0.206 0.043 0.110
H -6.09036 -2.75466 -2.14583 0.062 0.224 -0.083
H -5.05723 -2.71603 -3.60944 -0.119 0.111 0.049